No. 1
The following is a quantum chemistry calculation of the molecule C2H3NOS, from the OMol25 dataset.

Element x y z (Å)
C  -1.580  -0.538  -0.120
N  -0.238  -0.698  0.558
O  0.250  0.545  0.559
C  1.508  0.566  -0.056
S  2.513  -0.645  0.122
H  -2.339  -1.492  -0.262
H  -1.930  0.601  -0.489
H  1.816  1.663  -0.312

SMILES   C=NOC=S
HOMO   -9.0 eV
Orbital gap   8.549 eV

No. 2
The following is a quantum chemistry calculation of a cluster of 2 separate species, C5H9NO3 in total, from the OMol25 dataset.

Element x y z (Å)
O  0.085  0.304  -3.182
C  0.233  0.486  -1.815
C  -1.022  0.938  -1.127
O  -1.277  0.333  -0.069
C  -0.213  -0.670  0.264
C  0.543  -0.812  -1.060
C  0.578  -0.164  1.426
N  0.563  0.990  1.955
H  0.346  1.095  -3.663
H  0.980  1.269  -1.573
H  -0.204  1.572  1.608
H  -1.720  1.712  -1.464
H  -0.786  -1.629  0.544
H  0.143  -1.659  -1.633
H  1.618  -0.954  -0.913
H  1.303  -0.907  1.790
O  -0.873  -1.078  4.093
H  -0.297  -0.824  4.820

HOMO (spin up / spin down)   -6.1 / -10.2 eV
Orbital gap (spin up / spin down)   4.161 / 10.933 eV

No. 3
The following is a quantum chemistry calculation of the ion C6H9O2S with charge -1, from the OMol25 dataset.

Element x y z (Å)
C  -0.899  -0.885  0.276
C  -2.209  0.080  0.010
C  0.195  1.292  0.643
C  0.466  -0.015  -1.443
C  1.611  -0.864  0.651
C  0.389  -0.068  0.021
O  -1.000  -2.100  0.397
O  -2.392  0.017  -1.199
S  -3.387  0.907  1.065
H  -0.071  1.154  1.595
H  1.092  1.994  0.582
H  -0.700  1.788  0.196
H  -0.423  0.487  -1.960
H  0.493  -1.059  -1.788
H  1.371  0.540  -1.657
H  1.694  -1.901  0.234
H  2.516  -0.297  0.705
H  1.252  -1.069  1.673

Expectation value of S²   2.011
HOMO (spin up / spin down)   -1.1 / -4.0 eV
2S+1   3
Orbital gap (spin up / spin down)   4.705 / 5.970 eV
Charge   -1

No. 4
The following is a quantum chemistry calculation of a cluster of 2 separate species, C8H17FNO2 in total, from the OMol25 dataset.

Element x y z (Å)
C  -0.148  0.356  1.966
C  -2.082  2.586  2.563
C  -0.549  -1.791  -2.180
C  0.446  0.446  -1.801
C  1.563  -1.103  -3.165
C  1.419  -1.557  -0.779
C  -1.649  1.556  3.503
C  1.084  -0.341  1.945
N  0.710  -1.059  -1.899
O  -0.609  0.623  0.876
O  -0.449  0.839  3.165
F  1.273  -1.448  2.722
H  -1.324  3.419  2.450
H  -2.331  2.204  1.540
H  -2.957  2.970  3.035
H  -0.306  -2.866  -1.963
H  -1.314  -1.528  -1.484
H  -0.897  -1.462  -3.218
H  -0.123  0.740  -0.920
H  1.437  0.918  -1.749
H  -0.260  0.808  -2.653
H  1.983  -2.182  -3.454
H  0.900  -0.649  -4.011
H  2.472  -0.535  -2.894
H  2.490  -1.398  -0.787
H  1.007  -2.422  -0.352
H  -2.416  0.923  3.696
H  -1.341  1.952  4.411
H  1.970  0.001  1.435

HOMO (spin up / spin down)   -13.5 / -12.1 eV
Orbital gap (spin up / spin down)   10.048 / 7.507 eV
Charge   +1

For each record above, in turn, the calculated energy relative to the best compared isomer or geometry (same formula, charge and spin) values are 502.4, 669.8, 0.0, 398.1 kJ/mol.